# 1
DFT (wB97M-V/def2-TZVPD) results for 2 unconnected molecules or ions with the total composition C4H4N2S at a distorted geometry.

- energy relative to the best compared isomer or geometry (same formula, charge and spin) (kcal/mol) = 100.13
- electronic energy (Eh) = -662.366073
- Kohn-Sham gap (eV) = 6.69
- M (Da) = 112.16

Positions of all 11 atoms, in Å:
C  -0.69878  1.17871  -0.04838
N  1.09430  -0.62976  -0.09720
H  -3.10484  -1.30729  0.29085
H  -2.87614  1.75264  0.30151
H  -0.33292  2.25661  -0.07149
N  -1.12570  -1.02530  -0.18415
C  -2.33359  -0.52018  0.06984
S  2.45743  0.14396  0.06306
H  -0.88967  -2.08809  0.68130
C  -2.13040  0.89849  0.00970
C  -0.15315  -0.11232  -0.07144

=====

# 2
DFT (wB97M-V/def2-TZVPD) results for a gas-phase ion, C4H4N3 (charge +1) at a distorted geometry.

- energy relative to the best compared isomer or geometry (same formula, charge and spin) (kcal/mol) = 101.97
- electronic energy (Eh) = -318.602021
- net charge = +1
- Kohn-Sham gap (spin up / spin down) (eV) = 6.88 / 6.22
- M (Da) = 94.10

Positions of all 11 atoms, in Å:
C  1.00471  -0.75802  -0.06156
H  2.54694  0.80071  -0.31253
C  -0.29841  -1.04458  0.18465
C  -2.57989  -0.00563  0.03173
N  -3.70992  0.32909  -0.01340
C  1.46979  0.63425  -0.03218
H  -0.37397  -2.06857  0.16025
H  1.81272  -1.55167  -0.33518
H  0.86720  2.54774  0.01334
N  0.70408  1.59378  0.10779
N  -1.44325  -0.47710  0.25710